[1]
Entry from the OMol25 dataset: a 5-piece molecular cluster, C23H37IO12 overall (ωB97M-V/def2-TZVPD).

Properties
orbital gap	9.49	eV
energy	-57122.721	eV
HOMO level	-8.92	eV
SMILES	C[C@H](I)COC(=O)OC[C@@H](C)O.O=C1CCCO1.O=C1CCCO1.O=C1CCCO1.O=C1CCCO1
spin multiplicity	1

Atoms and positions in Å:
C (-3.5740, -0.1995, -0.7151)
C (-3.2625, 0.0474, 0.7478)
I (-4.0551, -1.5816, 1.9299)
C (-3.8612, 1.3745, 1.2346)
O (-2.8791, 2.3208, 1.6797)
C (-1.8730, 2.5625, 0.7950)
O (-2.0179, 3.1574, -0.2345)
O (-0.7314, 2.1675, 1.3440)
C (0.4404, 2.1566, 0.5147)
C (0.8322, 0.7512, 0.0755)
C (0.6443, -0.3060, 1.1612)
O (0.1130, 0.3272, -1.0801)
H (-4.6444, -0.2295, -0.8940)
H (-3.1309, -1.1324, -1.0501)
H (-3.0984, 0.5901, -1.2957)
H (-2.1977, -0.0037, 0.9189)
H (-4.4977, 1.2123, 2.0935)
H (-4.4623, 1.8126, 0.4388)
H (1.2557, 2.5299, 1.1322)
H (0.3608, 2.8211, -0.3326)
H (1.8864, 0.8130, -0.1840)
H (1.5977, -0.6388, 1.5620)
H (0.0338, 0.0194, 1.9913)
H (0.1760, -1.1806, 0.7158)
H (0.4840, 0.8262, -1.8174)
O (1.8405, 2.4698, -1.9985)
C (2.2519, 2.8028, -3.0793)
C (1.9258, 4.0682, -3.8447)
C (2.4032, 3.7312, -5.2580)
C (3.5241, 2.7362, -4.9804)
O (3.1249, 2.0558, -3.7696)
H (2.4905, 4.8892, -3.3992)
H (0.8635, 4.2858, -3.7808)
H (2.7303, 4.5905, -5.8385)
H (1.6024, 3.2370, -5.8085)
H (4.4789, 3.2324, -4.7914)
H (3.6571, 2.0074, -5.7712)
O (1.0074, -1.2007, 5.0137)
C (0.2591, -0.2784, 5.1520)
C (-0.4087, 0.2005, 6.4290)
C (-1.5159, 1.1148, 5.9069)
C (-0.9191, 1.6135, 4.5956)
O (-0.0939, 0.5294, 4.1256)
H (0.3328, 0.7425, 7.0182)
H (-0.7765, -0.6459, 7.0018)
H (-1.7892, 1.9217, 6.5835)
H (-2.4117, 0.5271, 5.7019)
H (-0.2838, 2.4916, 4.7325)
H (-1.6647, 1.8316, 3.8372)
O (-6.2607, -4.1536, 3.4920)
C (-5.4495, -4.4584, 4.3131)
C (-4.9937, -5.8556, 4.6944)
C (-4.2742, -5.6275, 6.0218)
C (-3.7785, -4.1947, 5.8608)
O (-4.7607, -3.5416, 5.0379)
H (-4.3189, -6.2151, 3.9161)
H (-5.8471, -6.5227, 4.7696)
H (-3.4732, -6.3340, 6.2273)
H (-4.9905, -5.6806, 6.8426)
H (-2.8146, -4.1412, 5.3505)
H (-3.7089, -3.6579, 6.8037)
O (3.3789, -0.0611, -8.3177)
C (4.4451, -0.2819, -7.8296)
C (5.4089, -1.4121, -8.1352)
C (6.3619, -1.3763, -6.9406)
C (6.3137, 0.0957, -6.5450)
O (4.9845, 0.5319, -6.8841)
H (5.9140, -1.1834, -9.0748)
H (4.8703, -2.3497, -8.2334)
H (7.3690, -1.7244, -7.1581)
H (5.9602, -1.9879, -6.1323)
H (7.0271, 0.7021, -7.1068)
H (6.4699, 0.2581, -5.4814)

---

[2]
Entry from the OMol25 dataset: C23H37N2O2P2Pr as an isolated structure in a non-equilibrium geometry (ωB97M-V/def2-TZVPD).

Properties
orbital gap (spin up / spin down)	6.28 / 6.29	eV
energy	-64165.965	eV
HOMO level (spin up / spin down)	-6.42 / -6.41	eV
spin multiplicity	3

Atoms and positions in Å:
C (-0.6211, 3.7944, -2.2375)
C (-0.6543, 2.4562, -1.9183)
N (0.1950, 2.0607, -0.9566)
C (1.1198, 2.7961, -0.3136)
C (1.1703, 4.1316, -0.6281)
C (0.2940, 4.6185, -1.5912)
C (-1.5449, 1.4145, -2.6101)
P (-2.1233, -0.0341, -1.7290)
Pr (0.1265, -0.1826, -0.2562)
P (2.5341, 0.4076, 0.6483)
C (1.9511, 2.1205, 0.7880)
C (0.2809, -2.5380, -0.1758)
C (-0.7887, -2.9835, 0.5599)
C (-0.7904, -4.3698, 0.7082)
C (0.2424, -5.1104, 0.1363)
C (1.2926, -4.5456, -0.5913)
C (1.3290, -3.1661, -0.7848)
O (-0.4785, 0.0238, -5.1719)
O (0.6902, -2.0380, -3.8489)
H (-1.3274, 4.1317, -2.9827)
H (1.8972, 4.7334, -0.1000)
H (0.3270, 5.6561, -1.8447)
C (-3.3395, 0.3079, -0.4866)
C (-2.4695, -1.4422, -2.7507)
H (2.8820, 2.6732, 0.9430)
H (1.3634, 2.1712, 1.7246)
H (-1.0543, 1.0240, -3.5464)
H (-2.4977, 1.8921, -2.8715)
C (2.6763, -0.4070, 2.2258)
C (3.8875, 0.2041, -0.4609)
H (-1.5673, -2.3301, 0.9952)
H (-1.5927, -4.7963, 1.2730)
H (0.2291, -6.1777, 0.2637)
H (2.0861, -5.1118, -1.0259)
H (2.1094, -2.6094, -1.3447)
H (0.8946, -1.3946, -3.0511)
H (0.4397, -2.8844, -3.4432)
H (-0.1156, -0.8461, -4.8372)
H (0.3108, 0.5011, -5.4713)
H (1.1377, -0.4722, -2.1810)
H (-4.1987, 0.5194, -1.1133)
H (-3.5224, -0.5755, 0.1282)
H (-3.0388, 1.1438, 0.1490)
H (-3.3387, -1.0423, -3.2750)
H (-1.6225, -1.6502, -3.4049)
H (-2.6918, -2.2996, -2.1091)
H (4.6655, 0.6709, 0.1429)
H (4.0332, -0.8669, -0.6317)
H (3.6634, 0.7157, -1.3992)
H (3.5517, 0.1116, 2.6153)
H (1.7859, -0.2633, 2.8357)
H (2.8267, -1.4767, 2.0572)
C (-2.6104, -0.6998, 2.2713)
C (-1.5888, 0.1051, 2.9508)
C (-1.8424, 0.4316, 4.2805)
C (-0.7484, 1.2059, 4.6655)
C (0.1267, 1.3348, 3.5933)
C (1.3453, 2.1331, 3.8701)
N (-0.3941, 0.6551, 2.4920)
H (-2.2025, -0.7356, 1.2549)
H (-3.6044, -0.1884, 2.3141)
H (-2.6977, -1.7106, 2.7349)
H (-2.6962, 0.1273, 4.8243)
H (-0.5778, 1.6258, 5.6074)
H (2.2947, 1.6231, 3.7068)
H (1.2823, 2.2880, 4.9440)
H (1.2987, 3.1393, 3.4403)

---

[3]
Entry from the OMol25 dataset: C23H37N3O6P2SV as an isolated structure in a non-equilibrium geometry (ωB97M-V/def2-TZVPD).

Properties
net charge	+4
orbital gap (spin up / spin down)	5.41 / 6.23	eV
energy	-96273.925	eV
HOMO level (spin up / spin down)	-19.77 / -19.78	eV
spin multiplicity	2

Atoms and positions in Å:
V (-1.0908, -1.3854, -0.2654)
C (0.7457, 1.7264, -4.2239)
C (0.5901, 0.3581, -3.6293)
C (-0.6071, -0.4142, -4.1076)
O (0.4166, 0.5726, -2.0907)
P (1.2729, -0.1369, -1.0289)
O (0.5626, -1.5527, -0.7474)
C (1.0473, 0.8653, 0.4716)
P (-0.6708, 1.3599, 0.8391)
O (-1.5259, 0.0034, 0.6173)
O (-0.8464, 1.8029, 2.2586)
C (0.0802, 2.2108, 3.4417)
C (0.3084, 0.9823, 4.2744)
C (-0.6296, 3.3336, 4.1413)
O (-1.2251, 2.3220, -0.1879)
C (-0.9923, 3.8668, -0.1306)
C (-2.3298, 4.4840, 0.1582)
C (-0.3653, 4.2504, -1.4389)
O (2.6971, -0.4237, -1.3906)
C (3.9080, 0.5613, -1.6047)
C (4.7366, 0.5046, -0.3547)
C (4.5984, 0.0916, -2.8513)
H (0.8898, 1.6160, -5.3004)
H (1.6157, 2.2498, -3.8257)
H (-0.1470, 2.3311, -4.0604)
H (1.5010, -0.2278, -3.7384)
H (-1.5146, 0.1886, -4.0275)
H (-0.7225, -1.3654, -3.5823)
H (-0.4613, -0.6507, -5.1627)
H (1.6620, 1.7672, 0.3738)
H (1.4291, 0.2825, 1.3184)
H (1.0014, 2.5605, 2.9724)
H (-0.6295, 0.6136, 4.6901)
H (0.9664, 1.2480, 5.1029)
H (0.7977, 0.1824, 3.7109)
H (-1.5650, 2.9896, 4.5816)
H (-0.8343, 4.1663, 3.4692)
H (0.0153, 3.6983, 4.9423)
H (-0.3026, 4.0305, 0.7008)
H (-3.0217, 4.3190, -0.6676)
H (-2.1897, 5.5605, 0.2731)
H (-2.7682, 4.0988, 1.0784)
H (-1.0699, 4.1116, -2.2596)
H (0.5438, 3.6807, -1.6423)
H (-0.0996, 5.3075, -1.3953)
H (3.4551, 1.5446, -1.7508)
H (5.1811, -0.4819, -0.2259)
H (4.1675, 0.7611, 0.5414)
H (5.5451, 1.2311, -0.4528)
H (5.0148, -0.9059, -2.7164)
H (5.4212, 0.7800, -3.0544)
H (3.9413, 0.0945, -3.7202)
N (-2.4092, -4.9195, 0.9076)
C (-1.4831, -4.8317, 1.9738)
C (-1.1976, -5.7148, 2.9998)
C (-0.2426, -5.2964, 3.9063)
C (0.3961, -4.0553, 3.7863)
C (0.1010, -3.1839, 2.7516)
C (-0.8567, -3.5993, 1.8442)
N (-1.4146, -2.9751, 0.7014)
C (-2.3546, -3.8341, 0.1886)
C (-3.1112, -3.3262, -0.9429)
C (-4.1835, -3.7465, -1.6415)
S (-4.6726, -2.5440, -2.7568)
C (-3.4375, -1.5288, -2.2565)
N (-2.6724, -2.0482, -1.3030)
H (-3.0121, -5.7170, 0.7312)
H (-1.6867, -6.6760, 3.0946)
H (0.0164, -5.9446, 4.7326)
H (1.1355, -3.7772, 4.5252)
H (0.5939, -2.2235, 2.6665)
H (-4.7193, -4.6825, -1.5602)
H (-3.2928, -0.5411, -2.6713)

---

[4]
Entry from the OMol25 dataset: one molecule with the formula C23H37NO2 (ωB97M-V/def2-TZVPD).

Properties
orbital gap	9.05	eV
energy	-30037.106	eV
HOMO level	-8.34	eV
SMILES	CC(=O)[C@H]1[C@H](N(C)C)C[C@@H]2[C@@H]3CC=C4C[C@H](O)CC[C@]4(C)[C@H]3CC[C@@]21C
spin multiplicity	1

Atoms and positions in Å:
C (-5.2356, 1.8303, -0.9363)
C (-3.8443, 2.2522, -0.5426)
O (-3.6299, 3.2456, 0.1078)
C (-2.7377, 1.3550, -1.0621)
C (-1.6184, 2.2324, -1.6812)
N (-1.7532, 2.3404, -3.1207)
C (-1.1775, 3.5528, -3.6615)
C (-1.3373, 1.1855, -3.8867)
C (-0.2987, 1.6914, -1.1031)
C (-0.7108, 1.2347, 0.2960)
C (0.3049, 0.3956, 1.0869)
C (1.6033, 1.1914, 1.3092)
C (2.8530, 0.3762, 1.2393)
C (2.9006, -0.9454, 1.1653)
C (4.1970, -1.6718, 0.9501)
C (4.2227, -3.0277, 1.6465)
O (5.4774, -3.6227, 1.3682)
C (3.0579, -3.9099, 1.1602)
C (1.9142, -3.1144, 0.5192)
C (1.6345, -1.7732, 1.2151)
C (1.2377, -2.0211, 2.6774)
C (0.5447, -0.9779, 0.4466)
C (-0.8000, -1.7019, 0.3493)
C (-1.7954, -0.9030, -0.4871)
C (-2.0517, 0.5101, 0.0566)
C (-2.8932, 0.4325, 1.3304)
H (-5.9776, 2.4369, -0.4238)
H (-5.3402, 1.9677, -2.0114)
H (-5.3943, 0.7783, -0.7133)
H (-3.1641, 0.6944, -1.8179)
H (-1.7578, 3.2434, -1.2824)
H (-0.0790, 3.5766, -3.5948)
H (-1.5798, 4.4131, -3.1294)
H (-1.4575, 3.6344, -4.7118)
H (-0.2439, 1.0894, -3.9705)
H (-1.7364, 0.2772, -3.4414)
H (-1.7445, 1.2772, -4.8946)
H (0.4627, 2.4700, -1.0929)
H (0.0747, 0.8555, -1.6909)
H (-0.9220, 2.1353, 0.8845)
H (-0.1521, 0.2141, 2.0639)
H (1.5582, 1.7016, 2.2766)
H (1.6936, 1.9776, 0.5566)
H (3.7706, 0.9503, 1.2106)
H (5.0364, -1.0718, 1.3029)
H (4.3501, -1.8462, -0.1191)
H (4.1437, -2.8629, 2.7336)
H (5.5171, -4.4829, 1.7990)
H (2.6756, -4.5051, 1.9924)
H (3.4512, -4.6052, 0.4141)
H (1.0215, -3.7402, 0.5356)
H (2.1565, -2.9107, -0.5259)
H (0.3395, -2.6313, 2.7347)
H (1.0648, -1.0833, 3.1961)
H (2.0323, -2.5412, 3.2027)
H (0.9320, -0.8324, -0.5677)
H (-1.2060, -1.8657, 1.3473)
H (-0.6730, -2.6772, -0.1226)
H (-1.4052, -0.8361, -1.5036)
H (-2.7438, -1.4451, -0.5355)
H (-3.0683, 1.4234, 1.7403)
H (-3.8553, -0.0350, 1.1295)
H (-2.3859, -0.1582, 2.0882)

---

[5]
Entry from the OMol25 dataset: a 4-piece molecular cluster, C23H38F5N4O overall in a non-equilibrium geometry (ωB97M-V/def2-TZVPD).

Properties
ΔE to the lowest compared entry with this formula, charge and spin	0.0	kcal per mole
orbital gap (spin up / spin down)	8.64 / 9.96	eV
energy	-46061.324	eV
HOMO level (spin up / spin down)	-8.00 / -9.33	eV
spin multiplicity	2

Atoms and positions in Å:
C (0.6271, -5.6206, 0.0893)
C (0.9644, -4.6178, -1.0487)
C (1.4414, -5.4097, -2.2822)
C (-0.2471, -3.7907, -1.4948)
C (-0.7300, -2.7284, -0.4839)
C (-2.1573, -3.0239, -0.0020)
F (-3.0363, -2.5065, -0.9223)
F (-2.4300, -4.3569, 0.0903)
C (-2.5939, -2.4093, 1.3534)
F (-3.9170, -2.4776, 1.4749)
F (-2.2367, -1.1246, 1.4198)
F (-2.0607, -3.0556, 2.3890)
C (0.2975, -2.4853, 0.6330)
C (1.7641, -2.5172, 0.1799)
C (2.6395, -2.5361, 1.4427)
C (2.0948, -1.2500, -0.6490)
N (2.0758, -3.7239, -0.6555)
O (3.1760, -4.3165, -0.4007)
H (-0.3853, -5.4592, 0.4654)
H (0.6964, -6.6475, -0.2777)
H (1.3277, -5.5200, 0.9203)
H (2.2809, -6.0546, -2.0147)
H (1.7877, -4.7190, -3.0589)
H (0.6151, -5.9983, -2.6868)
H (-1.0344, -4.4994, -1.7575)
H (0.0305, -3.2767, -2.4224)
H (-0.8294, -1.7864, -1.0326)
H (0.1674, -3.1575, 1.4865)
H (0.1405, -1.4721, 1.0162)
H (2.6296, -3.5166, 1.9215)
H (3.6567, -2.2027, 1.2407)
H (2.2048, -1.8168, 2.1481)
H (2.7613, -1.5387, -1.4696)
H (1.2015, -0.7994, -1.0913)
H (2.6370, -0.5033, -0.0635)
C (-3.2612, 1.1556, -0.3272)
C (-3.5481, 2.6244, -0.6203)
C (-3.5776, 2.9374, -2.1169)
C (-2.2810, 2.7002, -2.7515)
N (-1.2653, 2.5010, -3.2485)
H (-2.2781, 0.8588, -0.6986)
H (-3.2833, 0.9754, 0.7448)
H (-4.0086, 0.5094, -0.7932)
H (-2.7995, 3.2519, -0.1371)
H (-4.5105, 2.9047, -0.1975)
H (-3.8545, 3.9818, -2.2708)
H (-4.3300, 2.3264, -2.6197)
C (4.3293, 2.6234, -2.1084)
C (5.7702, 2.4092, -1.6600)
C (6.0239, 0.9884, -1.1449)
C (5.2366, 0.6907, 0.0495)
N (4.5916, 0.4556, 0.9694)
H (3.6322, 2.4928, -1.2794)
H (4.1944, 3.6314, -2.4995)
H (4.0540, 1.9191, -2.8955)
H (6.0280, 3.1292, -0.8814)
H (6.4472, 2.5902, -2.4966)
H (7.0790, 0.8508, -0.9033)
H (5.7742, 0.2565, -1.9157)
C (-3.0231, 4.5473, 3.9109)
C (-2.6689, 5.9728, 3.5047)
C (-3.8014, 6.6723, 2.7449)
C (-4.0990, 6.0091, 1.4768)
N (-4.3407, 5.4743, 0.4905)
H (-3.2086, 3.9209, 3.0367)
H (-2.2082, 4.0957, 4.4759)
H (-3.9170, 4.5283, 4.5371)
H (-1.7677, 5.9691, 2.8892)
H (-2.4433, 6.5640, 4.3937)
H (-3.5350, 7.7094, 2.5354)
H (-4.7100, 6.6909, 3.3496)

---

[6]
Entry from the OMol25 dataset: a 5-piece molecular cluster, C23H38IN2O14 overall in a non-equilibrium geometry (ωB97M-V/def2-TZVPD).

Properties
net charge	-1
orbital gap	5.79	eV
energy	-64214.373	eV
HOMO level	-4.47	eV
spin multiplicity	1

Atoms and positions in Å:
C (-0.4747, 0.4308, 1.1183)
C (0.0686, -1.0300, 1.3691)
N (1.5097, -1.0693, 1.7503)
N (1.7062, -0.3376, 2.9458)
C (2.8871, 0.5512, 2.8770)
C (2.5176, 1.8881, 3.6730)
O (3.3575, 2.5292, 4.3268)
O (1.3003, 2.2713, 3.5466)
C (1.9781, -1.3195, 4.0366)
I (2.7925, -3.2271, 3.2607)
C (0.6633, -1.6777, 4.8287)
C (0.0265, -0.4327, 5.5372)
H (-1.3618, 0.6622, 1.7616)
H (0.3456, 1.1729, 1.2546)
H (-0.8238, 0.5396, 0.0533)
H (-0.5633, -1.5945, 2.0882)
H (-0.0138, -1.5737, 0.3906)
H (1.9822, -0.6444, 0.9526)
H (3.1487, 0.8909, 1.8468)
H (3.8149, 0.1280, 3.3348)
H (2.6916, -0.9184, 4.7959)
H (0.9406, -2.4142, 5.6274)
H (-0.0630, -2.1712, 4.1447)
H (-1.0470, -0.6829, 5.7626)
H (0.0010, 0.4428, 4.8369)
H (0.5192, -0.1757, 6.5013)
C (0.5325, -0.2159, -4.5477)
C (-0.3377, -1.3246, -4.0035)
C (-1.7880, -1.1916, -4.3781)
O (-2.4411, -1.8560, -3.2890)
C (-1.6296, -1.7163, -2.2065)
O (-1.9562, -1.9450, -1.0834)
O (-0.3980, -1.2739, -2.5728)
H (1.5684, -0.3551, -4.2319)
H (0.4987, -0.1912, -5.6368)
H (0.2141, 0.7542, -4.1600)
H (0.0652, -2.3002, -4.2932)
H (-2.0199, -1.6687, -5.3171)
H (-2.1336, -0.1558, -4.4070)
C (-3.1763, -2.9460, 1.3516)
C (-4.0346, -4.0592, 1.9051)
C (-5.4874, -3.9339, 1.5404)
O (-6.1322, -4.6004, 2.6269)
C (-5.3151, -4.4596, 3.7097)
O (-5.6396, -4.6936, 4.8306)
O (-4.0876, -4.0112, 3.3381)
H (-2.1382, -3.0779, 1.6580)
H (-3.2176, -2.9221, 0.2667)
H (-3.4967, -1.9763, 1.7401)
H (-3.6284, -5.0329, 1.6129)
H (-5.7250, -4.4143, 0.5919)
H (-5.8377, -2.8979, 1.5136)
C (-5.1553, 1.1324, -9.5210)
C (-4.6847, 0.6416, -8.1716)
C (-4.2368, 1.7446, -7.2527)
O (-3.2831, 1.0781, -6.4252)
C (-2.7570, 0.0709, -7.1713)
O (-1.7784, -0.5419, -6.8770)
O (-3.4903, -0.1392, -8.2962)
H (-5.4525, 0.2914, -10.1498)
H (-6.0051, 1.8089, -9.4181)
H (-4.3516, 1.6498, -10.0488)
H (-5.4526, 0.0166, -7.7056)
H (-5.0525, 2.1534, -6.6579)
H (-3.7304, 2.5624, -7.7733)
C (6.2872, 3.3820, 4.3324)
C (7.2363, 4.5279, 4.0762)
C (6.9925, 5.2258, 2.7687)
O (8.2914, 5.7359, 2.4503)
C (9.1924, 4.8928, 3.0262)
O (10.3589, 4.8845, 2.7794)
O (8.5858, 4.0610, 3.9110)
H (6.5176, 2.9018, 5.2851)
H (5.2515, 3.7231, 4.3570)
H (6.3859, 2.6137, 3.5634)
H (7.2209, 5.2293, 4.9167)
H (6.2659, 6.0326, 2.8529)
H (6.6819, 4.5480, 1.9691)

---

- Which of these has the lowest energy?
  C23H37N3O6P2SV